2 unconnected molecules or ions with the total composition C4H7ClS at a distorted geometry, computed with the ωB97M-V functional and the def2-TZVPD basis.

HOMO energy	-9.48	eV
gap between HOMO and LUMO	10.3	eV
LUMO level	0.8	eV
energy above the lowest of the compared OMol25 structures with the same formula, charge and spin	231.05	kJ/mol
max |F|	0.0699	hartree/bohr
SMILES string	C#CC.SCCl
electronic energy	-27616.3151	eV

Geometry (Å):
Cl (1.876, 0.933, -1.520)
S (2.350, -0.586, 0.965)
C (-1.367, -1.154, 0.877)
C (-1.427, -0.015, 0.547)
C (-1.539, 1.316, 0.010)
C (1.752, -0.542, -0.777)
H (-2.191, 1.239, -0.759)
H (-2.037, 1.924, 0.751)
H (1.175, -0.471, 1.464)
H (0.831, -0.922, -1.107)
H (-0.670, 1.792, -0.333)
H (-1.163, -2.229, 1.103)
H (2.411, -1.284, -1.222)

Atomic forces in eV per Å
0.5 3.2 -1.5
0.5 -0.3 -1.3
0.7 -3.2 0.7
0.6 0.5 -0.4
-0.2 0.0 2.6
1.8 -2.9 1.1
-2.1 0.0 -2.7
0.0 0.5 0.2
-1.6 0.3 1.0
-1.7 -0.7 1.0
1.5 0.3 -0.2
-0.5 1.8 -0.2
0.5 0.3 -0.4